The following is a DFT calculation (the ωB97M-V functional and the def2-TZVPD basis) of C27H26BIN6O7S4SbW as an isolated structure.

energy above the lowest of the compared OMol25 structures with the same formula, charge and spin	0.000	eV
frontier orbital gap	6.30	eV
LUMO level	1.07	eV
spin multiplicity	1
HOMO level	-5.23	eV
total charge	-1

Geometry (Å):
W  -0.40  -0.39  0.41
C  -1.78  2.27  -1.82
C  -0.31  2.04  -1.79
C  0.60  2.70  -2.61
C  1.85  2.20  -2.28
C  3.18  2.53  -2.86
N  1.67  1.30  -1.30
N  0.35  1.20  -0.99
B  2.75  0.53  -0.53
N  2.59  -0.96  -0.81
N  1.38  -1.54  -0.61
C  1.41  -2.73  -1.24
C  0.29  -3.69  -1.45
C  2.67  -2.91  -1.80
C  3.38  -1.76  -1.52
C  4.77  -1.40  -1.91
N  2.56  0.79  0.95
N  1.37  0.52  1.55
C  1.42  1.10  2.76
C  0.37  1.12  3.83
C  2.65  1.73  2.92
C  3.34  1.51  1.76
C  4.72  1.96  1.38
H  -2.00  2.98  -2.62
H  -2.14  2.70  -0.88
H  -2.34  1.35  -2.00
H  0.37  3.44  -3.36
H  3.05  3.26  -3.65
H  3.66  1.64  -3.28
H  3.86  2.95  -2.11
H  3.84  0.89  -0.88
H  -0.49  -3.64  -0.70
H  0.69  -4.70  -1.43
H  -0.15  -3.50  -2.43
H  3.00  -3.77  -2.35
H  5.25  -2.25  -2.38
H  5.36  -1.11  -1.04
H  4.78  -0.56  -2.61
H  -0.30  0.28  3.79
H  -0.21  2.04  3.76
H  0.88  1.09  4.79
H  2.98  2.25  3.80
H  5.17  2.47  2.22
H  4.70  2.65  0.53
H  5.35  1.11  1.10
S  0.69  -4.54  1.78
Sb  0.90  -2.34  2.10
S  -1.83  -2.38  0.82
S  -1.50  -1.32  2.50
S  2.49  -1.77  3.57
O  -5.07  3.32  2.47
C  -4.18  2.67  2.01
C  -4.32  1.56  0.95
O  -5.33  1.24  0.37
C  -2.95  1.07  0.79
C  -2.06  1.77  1.56
O  -0.82  1.41  1.43
C  -2.69  2.77  2.39
O  -2.21  3.54  3.20
O  -2.46  0.15  0.05
I  -5.77  -1.34  -6.48
C  -4.11  -1.21  -5.22
C  -4.30  -1.18  -3.85
C  -3.19  -1.10  -3.01
C  -1.91  -1.05  -3.56
C  -1.74  -1.07  -4.94
C  -2.84  -1.16  -5.78
C  -0.69  -0.92  -2.68
O  0.40  -0.74  -3.16
O  -1.00  -1.09  -1.41
H  -5.29  -1.21  -3.43
H  -3.31  -1.06  -1.94
H  -0.73  -1.02  -5.33
H  -2.71  -1.18  -6.85